Below is a structure of composition C5H10ClO2PYb, with properties calculated with wB97M-V/def2-TZVPD.

* total charge: +2
* total energy: -2306.50318 hartree
* E_LUMO: -9.9 eV

Cartesian coordinates (Å):
C -1.565 -0.026 1.952
C -1.744 0.666 0.505
Cl -3.477 1.133 0.094
C -1.245 -0.328 -0.663
P 0.375 0.391 -1.402
C 1.711 0.576 -0.059
C 2.916 -0.472 -0.187
O 3.951 -0.359 0.521
O 2.877 -1.586 -1.098
H -1.070 -1.052 1.863
H -0.851 0.629 2.575
H -2.552 -0.111 2.519
H -1.075 1.597 0.499
H -2.024 -0.318 -1.530
H -1.146 -1.417 -0.320
H 0.824 -0.656 -2.304
H 2.102 1.655 -0.030
H 1.198 0.369 0.955
H 2.277 -2.265 -0.708
Yb -1.482 1.575 -3.182